{"formula": "C2BrF3O2", "method": "wB97M-V/def2-TZVPD", "elements": ["C", "C", "O", "O", "F", "F", "F", "Br"], "positions_angstrom": [[2.83, -0.03, -0.17], [-1.54, 0.06, 0.16], [1.99, -0.82, -0.24], [3.62, 0.77, -0.18], [-1.66, 1.30, -0.09], [-0.69, -0.42, -0.68], [-1.28, -0.12, 1.41], [-3.27, -0.76, -0.22]], "mulliken_charge": [0.681, 0.596, -0.361, -0.319, -0.171, -0.131, -0.154, -0.140], "total_energy_ha": -3100.33651, "smiles": "FC(F)(F)Br.O=C=O", "charge": 0, "e_lumo_ev": 0.431}